# 1
DFT (the ωB97M-V functional and the def2-TZVPD basis) results for a 9-piece molecular cluster, C32H52F6O20P overall.

Strongest force on any atom: 2.440 eV/A
2S+1: 1
HOMO energy: -0.2628 Ha
Charge: -1
E: -100579.0887 eV

Atoms and positions in Å:
P 1.45295 -21.15738 -11.75647
F 2.89432 -21.01736 -12.52548
F 1.16314 -22.37938 -12.76363
F 1.98907 -22.16734 -10.59608
F 0.02989 -21.24222 -10.99383
F 1.91292 -19.82767 -10.89907
F 0.74276 -20.14435 -12.80053
C -0.82125 -17.89511 -8.01108
C -0.64045 -18.37369 -9.43791
C 0.23583 -17.31997 -10.04197
O -0.37794 -16.09987 -9.58234
C -0.78278 -16.32743 -8.24771
H 0.05430 -18.13216 -7.40839
H -1.78499 -18.13450 -7.57436
H -1.59066 -18.43714 -9.97565
H -0.26321 -19.39501 -9.53821
H 0.30857 -17.36822 -11.12594
H 1.25164 -17.33090 -9.62169
H -1.79497 -15.95198 -8.07294
H -0.10471 -15.82510 -7.54896
C 5.61314 -19.44474 -12.28385
C 6.61367 -19.14194 -11.15057
C 7.46830 -20.43086 -11.09332
O 7.06333 -21.23390 -12.18973
C 5.67971 -20.96348 -12.37403
H 6.09278 -19.06539 -13.18721
H 4.60770 -19.04983 -12.17490
H 6.12202 -18.87024 -10.21654
H 7.27942 -18.32029 -11.42380
H 7.29194 -20.95154 -10.14322
H 8.54032 -20.25724 -11.17453
H 5.00465 -21.56598 -11.76493
H 5.36986 -21.25539 -13.38385
C 4.88346 -24.29991 -16.50179
C 3.57509 -24.87012 -16.00660
C 3.44798 -25.03319 -14.50358
O 2.02713 -25.00975 -14.33947
C 1.52845 -24.17855 -15.29324
O 0.45631 -23.70917 -15.34419
O 2.50427 -23.95475 -16.23617
H 4.99825 -24.55204 -17.55934
H 5.71891 -24.76087 -15.96701
H 5.02810 -23.22353 -16.43243
H 3.41221 -25.84547 -16.47451
H 3.89917 -24.23910 -13.90297
H 3.79107 -25.99161 -14.11081
C 4.82880 -21.57086 -8.65388
C 3.69429 -21.34450 -7.68669
C 2.74679 -20.14552 -7.95990
O 1.46461 -20.77251 -7.77567
C 1.56848 -22.07924 -7.50642
O 0.63821 -22.78277 -7.25990
O 2.84721 -22.48632 -7.54639
H 4.59636 -22.26958 -9.45559
H 5.70586 -21.95656 -8.12669
H 5.15972 -20.63134 -9.09914
H 4.11313 -21.19988 -6.68500
H 2.83767 -19.70995 -8.94949
H 2.91013 -19.45070 -7.13926
C -3.49844 -21.18252 -6.80592
C -2.42217 -21.61627 -7.77300
C -2.44568 -23.10237 -8.19320
O -2.76011 -23.11432 -9.58437
C -2.80262 -21.83660 -10.05380
O -2.79411 -21.48223 -11.17376
O -2.56965 -20.98443 -9.04063
H -3.56355 -21.80865 -5.91572
H -4.46131 -21.14492 -7.32318
H -3.32682 -20.16533 -6.44440
H -1.45379 -21.27251 -7.40673
H -3.30151 -23.59848 -7.71985
H -1.53599 -23.63805 -7.93723
C 2.49300 -19.35351 -19.35879
C 2.71056 -19.70354 -17.90336
C 2.75179 -18.50765 -16.93418
O 2.02887 -18.96407 -15.80411
C 1.23427 -20.01771 -16.16022
O 0.39848 -20.49770 -15.50147
O 1.55530 -20.41568 -17.43291
H 3.41252 -19.32253 -19.94186
H 2.01593 -18.37299 -19.40649
H 1.80052 -20.06146 -19.80912
H 3.56825 -20.32904 -17.63830
H 2.24527 -17.63852 -17.36339
H 3.76641 -18.26400 -16.62628
C -1.93575 -14.65047 -13.46848
C -1.95588 -15.83465 -12.52263
C -3.31939 -16.16140 -11.91358
O -3.29766 -17.57686 -11.81636
C -2.32261 -18.07751 -12.64730
O -2.05875 -19.21270 -12.77619
O -1.73386 -17.02342 -13.29009
H -2.77817 -14.70600 -14.15424
H -0.96989 -14.66777 -13.97076
H -1.98305 -13.73284 -12.87890
H -1.15430 -15.69037 -11.79541
H -4.11751 -15.76005 -12.54341
H -3.43453 -15.80054 -10.89100
C 2.15175 -27.23006 -11.23711
C 0.74121 -26.84117 -10.85915
C 0.66331 -25.81536 -9.72300
O -0.24910 -24.84684 -10.20304
C -0.43285 -24.98473 -11.53298
O -0.99846 -24.23452 -12.23109
O 0.14512 -26.15853 -11.95427
H 2.64826 -26.40836 -11.76087
H 2.20617 -28.08216 -11.91652
H 2.78855 -27.44968 -10.37523
H 0.17582 -27.74827 -10.62700
H 1.62325 -25.34902 -9.48440
H 0.27659 -26.21282 -8.78379

Atoms 1-6, force components in eV/Å:
P -1.67 0.88 -1.55
F 0.26 -0.19 0.51
F -0.20 -0.28 0.78
F 1.14 0.19 -0.25
F 0.24 -0.09 0.07
F 0.07 -0.37 0.73

=====

# 2
DFT (the ωB97M-V functional and the def2-TZVPD basis) results for one molecule with the formula C15H25NO3.

SMILES string: CCCCCNC(=O)[C@H]1CC(=O)OC12CCCCC2
Strongest force on any atom: 0.943 eV/A
2S+1: 1
HOMO energy: -0.3666 Ha
Relative energy (zero: lowest compared OMol25 entry of this formula, charge and spin): 0.0 kJ/mol
E: -23595.1712 eV

Atoms and positions in Å:
C -1.65519 2.26518 1.13551
C -0.83615 3.34767 0.44339
C 0.42566 3.72950 1.21845
C 1.47056 2.62302 1.37854
C 2.16580 2.20563 0.07732
N 1.46650 1.17692 -0.66309
C 1.93309 -0.08562 -0.75165
O 2.94564 -0.46021 -0.20030
C 1.08348 -1.00631 -1.62765
C 1.90462 -2.16872 -2.17187
C 0.95366 -3.34796 -2.12795
O 1.09618 -4.41408 -2.65151
O -0.12475 -3.03656 -1.40378
C -0.06153 -1.71769 -0.84611
C -1.42004 -1.04741 -1.06716
C -2.52701 -1.80606 -0.33813
C -2.22219 -1.91155 1.15199
C -0.88078 -2.60620 1.36008
C 0.23267 -1.83775 0.65440
H -1.08731 1.34277 1.22988
H -1.94194 2.59011 2.13314
H -2.56194 2.05395 0.57234
H -0.57325 3.02962 -0.56806
H -1.45497 4.24270 0.34275
H 0.12567 4.05979 2.21577
H 0.89730 4.58105 0.72152
H 2.23968 2.99428 2.05809
H 1.02949 1.74175 1.84477
H 3.14334 1.77725 0.31080
H 2.30621 3.07817 -0.56819
H 0.60813 1.42555 -1.12719
H 0.64702 -0.42515 -2.44636
H 2.28694 -2.01424 -3.17856
H 2.75303 -2.36909 -1.51037
H -1.63756 -1.02334 -2.13753
H -1.36897 -0.02111 -0.69966
H -2.60035 -2.80815 -0.76219
H -3.47964 -1.29653 -0.49534
H -3.01278 -2.47460 1.65038
H -2.19319 -0.91248 1.59455
H -0.92931 -3.61584 0.94991
H -0.65259 -2.67998 2.42467
H 0.31718 -0.83543 1.07926
H 1.18958 -2.34284 0.79514

Atoms 1-6, force components in eV/Å:
C 0.08 0.14 -0.20
C 0.04 0.03 0.26
C -0.02 -0.17 -0.07
C 0.05 0.22 -0.16
C 0.11 0.00 0.36
N -0.26 0.41 -0.04

=====

# 3
DFT (the ωB97M-V functional and the def2-TZVPD basis) results for one molecule with the formula C4H5N3.

SMILES string: CNC(C#N)C#N
Strongest force on any atom: 1.348 eV/A
2S+1: 1
HOMO energy: -0.3760 Ha
Relative energy (zero: lowest compared OMol25 entry of this formula, charge and spin): 200.1 kJ/mol
E: -8697.7386 eV

Atoms and positions in Å:
C -1.60477 0.21559 0.04495
N -0.48770 -0.59970 -0.42305
C 0.82255 -0.43595 0.20458
C 1.86016 -0.54564 -0.85035
N 2.58715 -0.61755 -1.74737
C 0.98950 0.80518 1.00222
N 1.01202 1.70320 1.73218
H -1.72727 0.11457 1.12614
H -2.51660 -0.17118 -0.42391
H -1.50867 1.28566 -0.19066
H -0.38034 -0.52094 -1.42306
H 0.95396 -1.23325 0.94835

Atoms 1-6, force components in eV/Å:
C -0.12 0.05 0.10
N 0.01 0.01 -0.23
C -0.10 -0.06 0.12
C 0.60 -0.02 -0.63
N -0.79 0.04 1.09
C -0.09 1.03 0.70

=====

# 4
DFT (the ωB97M-V functional and the def2-TZVPD basis) results for C3H4AgLiO3 as an isolated structure.

Strongest force on any atom: 2.358 eV/A
2S+1: 2
HOMO energy (alpha / beta): -0.4213 / -0.5286 Ha
Expectation value of S²: 0.76
Charge: +1
Relative energy (zero: lowest compared OMol25 entry of this formula, charge and spin): 0.0 kJ/mol
E: -13515.6583 eV

Atoms and positions in Å:
O 0.70738 -0.71452 0.67745
C 1.89423 -0.45747 0.52183
C 2.48915 -0.00370 -0.75642
H 2.55685 -0.46905 1.40890
H 1.75806 0.00696 -1.57281
H 3.34120 -0.65701 -1.00045
H 2.90728 1.00372 -0.60267
O -3.86020 1.60100 0.58260
C -2.81321 1.11366 0.17822
O -2.56448 -0.10009 -0.04525
Li -0.94743 -1.02822 -0.18183
Ag -5.46884 -0.29527 0.79042

Atoms 1-6, force components in eV/Å:
O 0.39 -0.26 -0.30
C -0.48 0.53 0.34
C 0.21 -0.13 -0.18
H -0.14 -0.18 -0.22
H 0.22 0.00 0.21
H -0.19 0.20 -0.01

=====

# 5
DFT (the ωB97M-V functional and the def2-TZVPD basis) results for one molecule with the formula C3H4N2O.

SMILES string: Oc1ncc[nH]1
Strongest force on any atom: 0.421 eV/A
2S+1: 1
HOMO energy: -0.3095 Ha
Relative energy (zero: lowest compared OMol25 entry of this formula, charge and spin): 34.0 kJ/mol
E: -8203.5332 eV

Atoms and positions in Å:
O 2.20084 -0.16906 0.02259
C 0.85896 -0.19639 0.02695
N 0.09496 -1.24838 0.10919
C -1.19211 -0.73364 0.07767
C -1.17214 0.62324 -0.01074
N 0.17416 0.97246 -0.04251
H 2.49138 -1.09208 0.03686
H -2.05589 -1.38565 0.09837
H -1.95038 1.37008 0.02360
H 0.55020 1.85940 -0.34200

Atoms 1-6, force components in eV/Å:
O 0.04 -0.20 -0.08
C -0.19 0.05 -0.05
N 0.19 0.38 -0.04
C -0.21 0.10 -0.02
C -0.11 -0.12 0.01
N 0.00 -0.14 -0.06

=====

# 6
DFT (the ωB97M-V functional and the def2-TZVPD basis) results for a 3-piece molecular cluster, C4H12NO2 overall.

Strongest force on any atom: 1.778 eV/A
2S+1: 2
HOMO energy (alpha / beta): -0.5731 / -0.5731 Ha
Expectation value of S²: 0.76
Charge: +2
Relative energy (zero: lowest compared OMol25 entry of this formula, charge and spin): 165.6 kJ/mol
E: -9905.7187 eV

Atoms and positions in Å:
C -0.85444 2.17524 -2.16692
C -0.74072 1.21588 -1.10522
C -1.43576 0.00207 -1.06030
N -0.99493 -1.10666 -0.27108
C 0.21867 -1.53740 -0.27350
H -1.08963 1.67584 -3.11986
H -1.72832 2.86008 -2.04627
H 0.01115 2.83584 -2.19884
H 0.07951 1.42635 -0.40388
H -2.35799 -0.21402 -1.60214
H -1.80251 -1.58224 0.15038
H 0.43685 -2.35638 0.39756
H 0.94951 -1.11459 -0.94584
H 0.77812 -4.22070 5.28481
H 0.06086 -3.29660 6.23530
O 0.52572 -3.29742 5.39166
H 3.07575 1.51672 -0.63865
H 2.58563 2.94311 -0.95801
O 2.28251 2.07488 -0.66920

Atoms 1-6, force components in eV/Å:
C -0.28 -0.04 -0.28
C 1.17 0.59 -0.21
C -0.22 -0.85 0.03
N -0.57 1.30 -1.07
C -0.62 -0.47 0.69
H -0.03 0.18 -0.05